The following is a quantum chemistry calculation of the molecule C3H8N2O, from the Open Molecules 2025 dataset.

Calculated values
Max |F|: 2.54 eV Å⁻¹
Highest occupied orbital energy: -0.34877 Eh
SMILES: CN1C[C@]1(N)O
LUMO level: 0.89 eV
Energy: -303.79832 Eh
Net charge: 0

Positions of all 14 atoms, in Å:
C: 1.703 -0.081 -0.130
N: 0.448 -0.580 -0.660
C: -0.568 -1.248 0.359
C: -0.756 0.069 -0.288
N: -0.777 1.319 0.411
O: -1.854 -0.020 -1.247
H: 2.478 -0.842 -0.266
H: 2.024 0.801 -0.698
H: 1.686 0.189 0.934
H: -0.421 -1.272 1.430
H: -0.982 -2.142 -0.086
H: 0.145 1.729 0.500
H: -1.131 1.211 1.358
H: -1.997 0.866 -1.617

Here are the Löwdin charges for atoms 1 to 2, given in e: -0.124, -0.030

=====

The following is a quantum chemistry calculation of the molecule C3H8N2O, from the Open Molecules 2025 dataset.

Calculated values
Max |F|: 3.72 eV Å⁻¹
Highest occupied orbital energy: -0.36006 Eh
SMILES: CCCn1[nH]o1
LUMO level: 1.22 eV
Energy: -303.65790 Eh
Net charge: 0

Positions of all 14 atoms, in Å:
C: -2.081 0.306 -0.279
C: -0.833 -0.394 0.288
C: 0.448 0.291 -0.124
N: 1.617 -0.066 0.653
N: 2.814 -0.145 -0.126
O: 2.265 -1.305 0.392
H: -1.898 0.450 -1.261
H: -2.347 1.237 0.002
H: -2.945 -0.297 -0.268
H: -0.807 -0.450 1.402
H: -0.867 -1.456 0.154
H: 0.234 1.417 0.109
H: 0.687 0.276 -1.242
H: 3.714 0.137 0.301

Here are the Löwdin charges for atoms 1 to 2, given in e: -0.083, -0.240

=====

The following is a quantum chemistry calculation of the molecule C3H8N2O, from the Open Molecules 2025 dataset.

Calculated values
Max |F|: 0.51 eV Å⁻¹
Highest occupied orbital energy: -0.25366 Eh
LUMO level: 0.68 eV
Energy: -303.77053 Eh
Net charge: 0

Positions of all 14 atoms, in Å:
C: -0.142 1.417 -0.779
N: 0.143 -0.052 -0.530
C: 1.608 -0.272 -0.382
C: -0.582 -0.908 0.516
O: -0.228 -2.044 0.724
N: -1.610 -0.252 1.059
H: -1.235 1.506 -0.856
H: 0.219 1.960 0.102
H: -0.120 -0.476 -1.419
H: 1.832 -1.334 -0.275
H: 2.075 0.167 -1.261
H: 1.930 0.273 0.507
H: -2.166 -0.712 1.762
H: -1.724 0.728 0.832

Here are the Löwdin charges for atoms 1 to 2, given in e: -0.150, -0.200

=====

Q: The lowest LUMO level belongs to which entry?
A: number 3